(1)
{"formula": "C26H58OP4Tc", "method": "wB97M-V/def2-TZVPD", "elements": ["Tc", "P", "P", "P", "H", "C", "C", "H", "C", "C", "C", "C", "C", "C", "C", "C", "C", "H", "H", "H", "H", "H", "H", "H", "H", "H", "H", "H", "H", "H", "H", "H", "H", "H", "H", "H", "H", "H", "H", "H", "H", "H", "H", "H", "H", "H", "C", "C", "C", "C", "C", "C", "O", "H", "H", "H", "H", "H", "H", "C", "C", "C", "P", "C", "C", "C", "C", "C", "C", "H", "H", "H", "H", "H", "H", "H", "H", "H", "H", "H", "H", "H", "H", "H", "H", "H", "H", "H", "H", "H"], "coordinates": [[-0.561318, 0.295787, -0.425957], [1.082437, -0.639402, 0.894991], [1.337559, 2.580580, -0.552972], [-1.256639, -1.914587, -0.721892], [-0.421028, 3.200483, -5.821898], [-1.359611, 2.677994, -5.642811], [-2.087111, 2.863750, -4.527546], [-1.737698, 3.340991, -3.592829], [2.503121, -1.145789, -0.179065], [2.067087, 0.247386, 2.201976], [0.868066, -2.259456, 1.800627], [0.809232, 3.633857, -1.897170], [1.213322, 3.549139, 0.991482], [3.099609, 2.314932, -0.814776], [-2.465350, -2.198767, -2.038352], [-2.186761, -2.759441, 0.635996], [-0.058039, -3.223689, -1.267114], [-1.637286, 1.980878, -6.439210], [-3.155295, 2.621286, -4.506574], [3.434525, -1.173651, 0.401427], [2.625702, -0.446772, -1.011639], [2.315479, -2.145258, -0.579103], [2.875118, -0.404639, 2.566446], [1.447800, 0.501548, 3.068259], [2.527378, 1.159112, 1.805819], [0.755574, -3.090139, 1.107052], [-0.001009, -2.215939, 2.455203], [1.766609, -2.430552, 2.402843], [1.554098, 4.419967, -2.025934], [-0.163983, 4.075495, -1.679899], [0.722823, 3.047412, -2.813733], [1.867024, 4.440345, 0.881684], [1.542756, 2.969205, 1.865187], [0.179243, 3.890582, 1.154635], [3.522756, 3.198813, -1.295469], [3.253936, 1.462019, -1.476595], [3.617396, 2.133623, 0.127147], [-2.684717, -3.261200, -2.175704], [-1.945917, -1.911298, -2.942435], [-3.375750, -1.596817, -1.970307], [-2.995132, -3.367715, 0.199897], [-2.642145, -2.012928, 1.298186], [-1.541206, -3.415397, 1.234774], [-0.533444, -3.932522, -1.958059], [0.332156, -3.801828, -0.423261], [0.778669, -2.763503, -1.804545], [-1.021005, 0.310462, -3.477837], [0.178955, -0.308190, -3.925761], [0.110060, -1.466778, -4.723782], [-1.105180, -1.988943, -5.196264], [-2.241802, -1.193110, -4.996178], [-2.212785, -0.053267, -4.187134], [-1.015765, 1.123731, -2.427484], [0.844135, 1.191391, -1.272595], [1.110424, 0.149019, -3.553732], [1.048643, -1.960970, -5.002559], [-1.128238, -2.974165, -5.705934], [-3.210148, -1.482823, -5.384051], [-3.137725, 0.498736, -3.998191], [-3.273634, 3.037024, -0.667218], [-2.446413, 3.066093, 0.628601], [-3.075829, 4.081962, 1.616548], [-1.901462, 1.347598, 1.202126], [-1.030096, 1.430571, 2.919368], [-1.324166, 2.620077, 3.823608], [-1.308203, 0.125213, 3.684505], [-3.543660, 0.533676, 1.577497], [-4.440023, 1.264413, 2.580836], [-4.311491, 0.176617, 0.288564], [-4.315072, 2.710899, -0.526335], [-2.809967, 2.430529, -1.457219], [-3.301004, 4.071309, -1.035000], [-1.470250, 3.493472, 0.349884], [-4.010263, 3.749661, 2.087037], [-2.354867, 4.378671, 2.379150], [-3.301431, 4.970594, 1.020037], [0.043494, 1.501050, 2.662243], [-2.399226, 2.817901, 3.937309], [-0.938781, 2.390929, 4.831747], [-0.818309, 3.549227, 3.511224], [-0.946148, -0.750230, 3.128268], [-0.764154, 0.159321, 4.639190], [-2.380948, 0.015535, 3.900264], [-3.228367, -0.412691, 2.050267], [-4.981175, 2.091102, 2.112993], [-5.193505, 0.534345, 2.888944], [-3.925566, 1.602488, 3.487292], [-3.686643, 0.178693, -0.624443], [-4.729757, -0.832412, 0.414742], [-5.156788, 0.865976, 0.148296]], "forces_ev_per_angstrom": [[-0.1, 1.7, -3.6], [2.9, -2.0, 2.6], [1.1, 0.7, -0.9], [-2.0, -3.7, 0.5], [0.1, -0.3, 0.3], [0.4, -0.2, 0.1], [-0.5, 0.2, 0.2], [0.0, 0.1, -1.0], [-0.4, 0.2, -0.6], [-0.4, 0.3, 0.0], [-0.4, 0.5, -0.1], [-0.5, -0.1, -0.2], [-0.7, -0.4, 0.6], [0.1, -0.5, 0.0], [0.1, 1.0, -0.8], [0.2, 0.2, 0.6], [0.8, 0.4, -0.1], [-0.4, 0.6, 0.1], [0.4, -0.3, 0.0], [-0.3, 0.1, 0.0], [0.2, -0.2, 0.0], [0.1, 0.2, 0.0], [-0.3, 0.0, -0.4], [0.3, -0.1, -0.2], [-0.1, -0.2, 0.1], [0.1, 0.2, 0.2], [0.2, -0.2, 0.0], [-0.1, 0.1, -0.1], [0.0, 0.1, 0.1], [0.0, 0.1, 0.0], [0.1, 0.1, 0.0], [-0.2, -0.5, -0.3], [-0.1, 0.3, -0.3], [0.5, -0.1, 0.0], [0.0, 0.1, 0.1], [0.2, 0.1, 0.0], [0.1, 0.0, -0.1], [0.0, 0.1, 0.6], [-0.2, -0.1, 0.0], [0.1, -0.2, 0.1], [0.4, 0.3, 0.0], [0.1, -0.3, -0.1], [-0.2, 0.2, -0.2], [-0.2, 0.4, 0.2], [-0.2, 0.2, -0.3], [-0.1, -0.2, 0.0], [0.2, 0.4, 0.0], [0.1, -1.0, -0.1], [1.6, 1.2, 0.7], [-0.7, 0.3, -0.2], [-0.2, 0.3, -0.1], [-0.7, -0.1, -0.4], [0.1, -1.5, 0.5], [-0.2, 1.2, 1.6], [-0.2, -0.6, -0.4], [-0.4, 0.2, 0.1], [-0.1, 0.9, 0.2], [0.1, -0.1, -0.2], [0.3, -0.4, 0.1], [0.0, -0.1, -0.3], [0.8, 0.2, -0.8], [0.2, -0.3, 0.3], [-1.8, 1.2, 2.8], [0.4, -0.1, -0.6], [-0.3, 0.7, 0.3], [0.2, 0.0, -0.2], [0.8, -0.9, -0.5], [0.0, 0.0, 0.1], [-0.2, -0.3, 0.0], [0.5, 0.2, 0.1], [-0.2, 0.0, 0.2], [-0.1, -0.2, 0.0], [-0.3, 0.1, -0.1], [0.5, 0.2, -0.2], [-0.4, 0.0, -0.1], [0.0, -0.1, 0.0], [-0.7, -0.1, 0.1], [0.5, 0.0, 0.0], [-0.1, 0.0, -0.4], [-0.3, -0.4, 0.0], [-0.3, 0.2, 0.2], [-0.2, -0.1, -0.2], [0.5, -0.1, 0.1], [-0.2, 0.4, -0.1], [0.2, -0.2, 0.1], [0.0, 0.1, 0.0], [-0.2, -0.1, -0.3], [-0.3, 0.1, 0.3], [0.0, 0.3, -0.2], [0.3, -0.3, -0.1]], "mulliken_spin": [1.78, -0.03, 0.04, -0.05, 0.00, 0.08, 0.11, 0.02, 0.02, 0.00, 0.04, 0.02, 0.00, 0.00, -0.04, 0.05, 0.01, 0.00, 0.01, 0.00, 0.00, 0.00, 0.00, 0.00, 0.00, 0.00, -0.01, 0.00, 0.00, 0.00, 0.00, 0.00, 0.00, 0.00, 0.00, 0.00, 0.00, 0.00, 0.02, -0.01, 0.00, -0.02, 0.00, 0.00, 0.00, 0.00, 0.18, 0.00, 0.06, 0.22, -0.05, 0.22, 0.32, 0.02, 0.00, 0.00, -0.01, 0.00, -0.01, -0.04, 0.03, 0.00, -0.12, 0.04, 0.00, -0.01, 0.01, 0.00, 0.04, 0.00, 0.02, 0.00, -0.01, 0.00, 0.00, 0.00, -0.01, 0.00, 0.00, 0.00, 0.01, 0.00, 0.00, 0.00, 0.00, 0.00, 0.00, 0.01, 0.00, 0.00], "spin_multiplicity": 4, "e_lumo_ev": [-14.291, -14.544], "charge": 4, "s_squared": 3.80}

=====

(2)
{"formula": "C17H20N2O4S", "method": "wB97M-V/def2-TZVPD", "elements": ["C", "C", "O", "C", "O", "C", "C", "C", "S", "C", "N", "C", "O", "C", "O", "C", "C", "C", "C", "C", "C", "C", "C", "N", "H", "H", "H", "H", "H", "H", "H", "H", "H", "H", "H", "H", "H", "H", "H", "H", "H", "H", "H", "H"], "coordinates": [[6.654378, 2.740960, -3.422418], [6.490205, 1.976362, -2.117506], [5.408124, 1.042250, -2.191443], [4.179543, 1.513637, -1.969661], [3.923806, 2.656201, -1.709140], [3.160717, 0.387344, -2.043618], [3.102611, -0.274011, -0.702068], [4.107239, -0.979836, -0.119036], [3.637794, -1.534415, 1.445079], [2.080421, -0.744722, 1.184088], [1.133684, -0.819542, 2.161681], [-0.146856, -0.290732, 2.204220], [-0.820781, -0.465119, 3.185690], [-0.585206, 0.482153, 0.974284], [-1.909638, 0.921038, 1.069061], [-2.913165, -0.012168, 1.039128], [-2.742435, -1.371254, 0.824897], [-3.853802, -2.197535, 0.791662], [-5.137506, -1.708782, 0.963991], [-6.316665, -2.633167, 0.923517], [-5.309516, -0.336688, 1.179853], [-6.679342, 0.238012, 1.375141], [-4.200925, 0.488727, 1.213114], [1.973137, -0.152749, 0.048399], [6.793383, 2.049184, -4.249744], [5.771585, 3.346685, -3.611060], [7.520399, 3.392861, -3.354990], [6.301488, 2.670343, -1.292257], [7.372110, 1.369842, -1.901589], [2.180557, 0.802275, -2.271160], [3.472002, -0.325018, -2.807374], [5.078357, -1.201003, -0.510300], [1.398870, -1.320053, 3.003248], [-0.408520, -0.120532, 0.073903], [0.028589, 1.384617, 0.893066], [-1.763343, -1.806136, 0.694443], [-3.708523, -3.256194, 0.627752], [-7.007036, -2.343177, 0.131712], [-5.996466, -3.656474, 0.744649], [-6.862481, -2.601679, 1.866063], [-6.627292, 1.312539, 1.527348], [-7.306100, 0.039347, 0.506240], [-7.162748, -0.212570, 2.241261], [-4.310656, 1.549178, 1.379873]], "forces_ev_per_angstrom": [[-0.2, -0.3, 0.3], [0.2, 0.5, 0.0], [0.2, -0.4, -0.2], [-0.5, -0.1, -0.1], [0.0, 0.2, 0.0], [0.2, 0.2, 0.0], [0.7, -0.5, 0.2], [-0.3, 0.1, 0.0], [-0.6, 0.4, -0.3], [1.2, -0.4, -0.2], [0.0, -0.3, 0.7], [0.0, 0.1, 0.0], [-0.1, 0.1, 0.0], [-0.2, 0.0, -0.2], [-0.1, -0.1, 0.2], [-0.2, -0.1, -0.1], [0.3, 0.2, 0.0], [-0.1, 0.1, 0.0], [0.1, -0.1, 0.0], [0.0, 0.1, 0.0], [0.2, 0.0, 0.0], [0.1, 0.0, 0.0], [0.2, 0.0, 0.0], [-0.7, 0.3, 0.1], [0.1, 0.0, -0.1], [0.0, 0.1, 0.0], [0.1, 0.1, 0.0], [0.1, -0.2, -0.1], [-0.1, 0.1, 0.0], [0.1, 0.0, 0.0], [-0.1, 0.0, 0.0], [0.2, 0.0, -0.1], [-0.2, 0.1, -0.1], [0.0, 0.2, 0.2], [0.0, -0.2, -0.1], [0.1, 0.0, 0.0], [0.0, -0.1, 0.0], [-0.1, -0.1, 0.0], [0.0, -0.1, 0.0], [-0.1, -0.1, 0.0], [0.0, 0.1, 0.0], [-0.1, 0.0, 0.0], [-0.1, 0.0, 0.1], [0.0, 0.2, 0.0]], "nbo_charge": [-0.63, -0.08, -0.52, 0.81, -0.59, -0.53, 0.16, -0.45, 0.36, 0.27, -0.63, 0.67, -0.56, -0.18, -0.49, 0.38, -0.33, -0.17, -0.05, -0.62, 0.01, -0.63, -0.27, -0.50, 0.21, 0.22, 0.22, 0.20, 0.19, 0.25, 0.24, 0.25, 0.42, 0.22, 0.24, 0.21, 0.20, 0.21, 0.21, 0.21, 0.22, 0.22, 0.22, 0.21], "smiles": "CCOC(=O)Cc1csc(NC(=O)COc2ccc(C)c(C)c2)n1", "de_lowest_ev": 1.586, "spin_multiplicity": 1, "e_lumo_ev": 0.469}

=====

(3)
{"formula": "C4H7ClINO", "method": "wB97M-V/def2-TZVPD", "elements": ["C", "C", "C", "C", "N", "O", "Cl", "I", "H", "H", "H", "H", "H", "H", "H"], "coordinates": [[1.105459, 0.239737, -0.565469], [0.628718, -0.982238, -0.586186], [2.494651, 0.686127, -0.076154], [-2.435050, 0.133191, -0.073883], [-2.557153, 0.174990, 1.177110], [0.190227, 1.248632, -0.643692], [-3.185074, -1.267112, -0.813574], [1.919942, -2.696190, -0.380608], [2.490266, 1.394551, 0.707113], [3.061680, 1.196480, -1.021067], [3.049757, -0.204103, 0.190784], [-0.367540, -1.416666, -0.733679], [-2.343195, 0.923727, 1.791660], [-3.228684, -0.415570, 1.649680], [-0.824008, 0.984445, -0.622036]], "forces_ev_per_angstrom": [[-0.9, 1.6, 2.0], [0.6, -3.3, -0.2], [0.5, -0.1, -4.4], [1.3, 0.5, -2.9], [-2.2, -1.1, 2.6], [-1.1, 0.7, -0.2], [0.0, 0.3, 0.5], [-0.3, 0.5, 0.0], [-0.4, 0.7, 0.8], [-1.2, -1.1, 2.3], [0.2, 0.1, 0.1], [0.5, 1.0, -0.2], [1.0, 1.1, -0.2], [-0.1, -0.8, 0.1], [2.1, -0.2, -0.2]], "nbo_charge": [0.30, -0.44, -0.65, 0.06, -0.73, -0.74, -0.04, 0.04, 0.23, 0.22, 0.23, 0.23, 0.41, 0.38, 0.49], "de_lowest_ev": 2.352, "spin_multiplicity": 1, "e_lumo_ev": 0.409}

=====

(4)
{"formula": "C39H35ClN2Si2Ti", "method": "wB97M-V/def2-TZVPD", "elements": ["C", "C", "C", "H", "C", "C", "H", "H", "H", "H", "Ti", "Si", "C", "C", "H", "C", "H", "C", "H", "C", "H", "C", "H", "C", "C", "H", "C", "H", "C", "H", "C", "H", "C", "H", "H", "Si", "C", "C", "H", "C", "H", "C", "H", "C", "H", "C", "H", "C", "C", "H", "C", "H", "C", "H", "C", "H", "C", "H", "H", "Cl", "C", "C", "C", "C", "N", "C", "C", "C", "C", "C", "C", "N", "H", "H", "H", "H", "H", "H", "H", "H"], "coordinates": [[1.911055, -0.551152, 0.873840], [2.627598, 0.369348, 0.044984], [2.462876, 1.681656, 0.597618], [3.267564, 0.116433, -0.796465], [1.624815, 1.570811, 1.777723], [1.280171, 0.185788, 1.926734], [0.731180, -0.234470, 2.765735], [1.918087, -1.635446, 0.775536], [3.000994, 2.567738, 0.271247], [1.374546, 2.362282, 2.475711], [0.465641, 1.090687, 0.028438], [2.107555, 5.139486, 0.169112], [2.302041, 5.803966, -1.590754], [1.673795, 6.996817, -1.983999], [0.994370, 7.517297, -1.300630], [1.893991, 7.525436, -3.259024], [1.352120, 8.426724, -3.563510], [2.781377, 6.895181, -4.128893], [2.947649, 7.303073, -5.123801], [3.457022, 5.739893, -3.724556], [4.151784, 5.239659, -4.402352], [3.213149, 5.193062, -2.462408], [3.720304, 4.277044, -2.155794], [2.561410, 6.819775, 0.970135], [3.845055, 7.331956, 0.713858], [4.577610, 6.703928, 0.204631], [4.163989, 8.656138, 1.026404], [5.147889, 9.055085, 0.767189], [3.215978, 9.475892, 1.653791], [3.457677, 10.510015, 1.898315], [1.958578, 8.956136, 1.970456], [1.213485, 9.565981, 2.486482], [1.628996, 7.639004, 1.612200], [0.628386, 7.264720, 1.821174], [3.280047, 4.340821, 0.556421], [-1.344312, 5.514600, -1.456704], [-0.761462, 5.501882, 0.306005], [0.409920, 4.705453, 0.880684], [0.313689, 3.652680, 0.558071], [0.599331, 4.767935, 2.336532], [1.545448, 4.413491, 2.756524], [-0.377892, 5.281554, 3.154250], [-0.262203, 5.219792, 4.235246], [-1.495019, 5.932364, 2.605903], [-2.251906, 6.351426, 3.271387], [-1.656750, 6.059313, 1.225790], [-2.529923, 6.591463, 0.840844], [-0.488327, 4.729670, -2.960028], [0.491883, 3.720544, -2.948115], [0.835204, 3.312305, -1.998903], [1.051423, 3.231113, -4.120698], [1.829886, 2.474909, -4.065334], [0.659781, 3.734043, -5.356811], [1.125748, 3.356299, -6.271582], [-0.318127, 4.724816, -5.400198], [-0.624612, 5.128054, -6.363743], [-0.882333, 5.224492, -4.223465], [-1.634637, 6.010659, -4.283546], [-2.720924, 5.710273, -1.657216], [-1.278734, 2.513598, -0.574145], [0.919531, -0.617897, -4.000866], [-0.088327, -1.591896, -4.032082], [-0.841010, -1.825764, -2.887423], [-0.624786, -1.042839, -1.747137], [0.367238, -0.084336, -1.735578], [1.156611, 0.077877, -2.820385], [-1.463420, -1.116213, -0.548516], [-2.616650, -1.912362, -0.465452], [-3.429123, -1.820762, 0.660445], [-3.059931, -0.969132, 1.704322], [-1.881354, -0.235569, 1.600767], [-1.107238, -0.300323, 0.491569], [1.521768, -0.391352, -4.878052], [-0.290414, -2.161474, -4.936933], [-1.616496, -2.590875, -2.851007], [1.975745, 0.801813, -2.714843], [-2.850695, -2.571454, -1.298680], [-4.343295, -2.408273, 0.708696], [-3.664475, -0.863684, 2.604594], [-1.531360, 0.431113, 2.393414]], "forces_ev_per_angstrom": [[0.3, 0.7, 0.2], [0.2, 0.3, 1.3], [0.9, -0.9, 1.2], [-0.3, 0.1, 0.1], [1.6, -1.0, 0.2], [1.4, 0.6, 0.1], [0.0, 0.1, -0.4], [-0.3, 0.4, -0.2], [-0.4, -0.3, 0.0], [-0.2, -0.1, -0.3], [-3.5, 0.1, -1.7], [0.6, 3.6, 0.2], [0.2, -0.6, -0.1], [0.0, 0.0, -0.2], [0.3, -0.2, -0.2], [-0.1, -0.1, 0.3], [0.3, -0.3, 0.1], [0.1, -0.2, 0.1], [0.0, -0.1, 0.2], [-0.1, 0.0, 0.0], [-0.2, 0.2, 0.2], [-0.3, 0.4, -0.2], [0.0, 0.2, -0.1], [0.0, -0.2, 0.2], [-0.3, 0.4, 0.1], [-0.1, 0.2, 0.1], [-0.1, -0.1, 0.0], [-0.3, -0.1, 0.1], [-0.1, -0.3, 0.0], [0.0, -0.3, -0.1], [0.0, -0.2, -0.1], [0.3, -0.1, -0.2], [0.3, 0.4, 0.0], [0.2, 0.2, 0.0], [-0.1, -0.5, -0.1], [2.9, -1.0, 2.0], [0.0, -1.0, -2.5], [0.6, 0.1, -1.4], [-0.2, 0.1, 0.2], [-1.2, 0.3, 1.8], [-0.3, 0.1, 0.0], [2.1, -1.1, -0.3], [0.1, 0.2, -0.2], [-1.7, 0.7, -1.6], [0.2, -0.1, -0.2], [-0.5, 0.3, 2.0], [0.2, -0.1, 0.2], [-0.3, 0.2, -0.2], [-0.2, 0.2, -0.1], [0.0, 0.1, -0.2], [-0.1, 0.1, 0.1], [-0.1, 0.1, -0.1], [-0.1, 0.0, 0.0], [-0.2, 0.2, 0.3], [0.0, 0.1, -0.1], [0.0, -0.1, 0.2], [0.2, -0.4, 0.2], [0.1, -0.1, 0.0], [-1.3, 0.5, -0.2], [-0.1, -1.1, 0.0], [-0.1, -0.2, 0.1], [0.3, 0.4, 0.2], [0.0, 0.2, 0.5], [1.2, 0.8, -1.1], [-0.4, -1.2, -0.7], [-0.7, -0.2, 0.3], [-0.7, 0.3, 1.5], [0.5, 0.4, -0.1], [0.3, 0.1, 0.0], [0.2, 0.1, 0.1], [0.1, -0.4, -0.9], [-0.8, -0.7, -0.3], [-0.1, -0.2, 0.2], [0.1, 0.1, 0.2], [0.3, 0.2, -0.3], [-0.5, -0.3, -0.1], [-0.2, 0.2, 0.4], [0.2, 0.1, 0.1], [0.1, -0.1, -0.3], [-0.2, -0.2, -0.3]], "mulliken_spin": [-0.01, 0.05, -0.04, 0.00, -0.06, 0.05, 0.00, 0.00, 0.04, 0.01, 0.95, 0.02, 0.00, -0.01, 0.00, 0.00, 0.00, 0.00, 0.00, 0.00, 0.00, 0.00, 0.00, 0.00, 0.00, 0.00, 0.00, 0.00, 0.00, 0.00, 0.00, 0.00, 0.00, 0.00, 0.00, -0.02, 0.01, 0.01, 0.02, 0.01, 0.00, -0.01, 0.00, 0.01, 0.00, -0.01, 0.00, 0.01, 0.01, -0.01, 0.00, 0.00, 0.00, 0.00, 0.00, 0.00, 0.00, 0.00, 0.00, -0.02, 0.01, 0.00, 0.00, 0.05, -0.04, 0.00, 0.00, 0.00, 0.00, 0.01, 0.00, -0.02, 0.00, 0.00, 0.00, -0.01, 0.00, 0.00, 0.00, 0.00], "de_lowest_ev": 0.145, "spin_multiplicity": 2, "e_lumo_ev": [-4.041, -4.036], "charge": 1, "s_squared": 0.76}

=====

What is the formula in the fourth record? C39H35ClN2Si2Ti